This record from the Open Molecules 2025 dataset describes a cluster of 40 separate species, H80O40 in total. The level of theory is ωB97M-V/def2-TZVPD.

Results
Calculated total energy = -3057.31674 a.u.
LUMO = -1.074 eV
Energy above the lowest of the compared OMol25 structures with the same formula, charge and spin = 276.5 kcal/mol

Structure (XYZ):
```
120
H80O40 (ωB97M-V/def2-TZVPD)
H -2.8951 3.5778 1.2287
H -3.1678 3.2600 2.7781
O -2.5189 3.5557 2.1195
H -6.1095 0.4862 1.3277
H -5.9162 1.1889 0.0875
O -6.6536 1.2773 0.8868
H -4.8469 -4.0754 -2.8144
H -3.7719 -4.2838 -1.8976
O -4.4312 -4.7967 -2.3443
H -0.5958 -3.5536 3.5194
H -0.3995 -5.1048 3.8103
O -0.7228 -4.5305 3.1623
H 5.5689 1.9297 0.6664
H 4.4359 1.3896 0.0887
O 4.7033 2.2200 0.5191
H 4.8480 -1.5197 0.4538
O 5.1303 -1.7661 1.3767
H 1.9764 -1.9425 -1.0780
O 1.5928 -1.8672 -0.2017
H -3.0479 -2.2596 -3.2099
H -3.4698 -2.2239 -1.7325
O -3.8738 -2.1909 -2.6626
H 4.9285 -3.3424 1.6934
H 4.3575 -4.4863 2.7131
O 4.2047 -4.0404 1.8468
H -1.1676 1.5203 2.0571
H -0.6703 2.9819 2.5674
O -0.3597 2.0713 2.2457
H 4.7870 1.6805 3.5568
H 3.4486 0.9487 3.1620
O 4.3385 0.7918 3.6459
H 5.9678 0.5253 -1.4963
O 6.7138 0.0888 -1.1486
H -4.4834 0.0948 -0.9946
H -2.8354 0.1985 -0.9923
O -3.6829 0.6522 -0.8641
H -2.8469 -0.3460 5.5284
H -1.5855 -1.3374 5.7243
O -2.0994 -0.7184 5.0230
H 2.3314 1.1043 -4.4510
H 3.0712 1.6651 -5.4873
O 2.3349 0.9840 -5.4343
H -4.2535 -1.6165 1.7503
H -5.6378 -1.7072 1.0496
O -4.8541 -1.3454 0.9530
H -0.3686 1.5544 0.7647
H 0.2771 2.4328 -0.3198
O -0.1401 1.5763 -0.2342
H -2.7815 1.1734 1.6430
H -2.5845 0.1255 0.5773
O -2.2381 0.4787 1.4174
H 0.1481 -1.9473 1.0973
O -0.5144 -2.4755 1.6466
H 4.8717 -3.2680 -1.3465
H 4.8907 -4.1738 -0.1508
O 4.7901 -4.2247 -1.1636
H 2.9533 0.7843 -1.9790
O 2.8503 0.5642 -1.0032
H -3.7107 1.7125 -2.3788
H -3.0513 1.4366 -3.7644
O -3.1545 2.0995 -3.0343
H -2.2561 -2.9350 2.6913
H -2.6379 -1.7034 3.3635
O -3.0484 -2.5139 2.9350
H -1.1767 -1.1064 -0.2860
H -1.0131 0.0592 -1.1669
O -1.5040 -0.7963 -1.1698
H -1.2703 4.5034 -3.8981
H -0.6994 3.7250 -2.8433
O -0.4123 4.1454 -3.7406
H -5.3531 2.6711 0.6716
H -4.8019 3.9178 0.2043
O -5.1225 3.5623 1.0433
H -2.3339 3.3453 -1.8535
H -2.2145 3.0337 -0.2781
O -2.6093 3.5563 -0.9471
H 1.5601 4.5296 -1.8583
H 0.9792 5.0271 -0.6139
O 0.7401 4.7604 -1.4810
H 4.5069 -0.3046 -3.6614
H 3.6475 0.1036 -5.0333
O 4.3362 -0.4936 -4.6279
H 2.3396 -0.4782 5.0081
H 2.0428 -1.8289 5.3094
O 2.2565 -1.0626 5.7864
H -0.3816 1.1879 -3.4672
H 0.9090 1.2059 -2.4370
O 0.4410 0.7676 -3.1507
H -1.8819 -4.5618 1.0966
O -1.4975 -5.4525 0.9391
H 1.7712 -1.5873 -3.1169
H 2.9750 -2.0654 -4.0808
O 2.5201 -2.1135 -3.2894
H -1.2167 -2.0032 1.3470
H 4.6619 -1.0628 1.8691
H 1.9438 0.4225 -0.6958
H 2.0617 -2.6535 0.1186
H 6.5761 -0.8107 -1.5134
H -0.6592 -5.2611 1.3903
O -2.2752 1.2822 -5.9325
H -1.3801 1.1779 -5.6206
H -2.7952 2.0313 -5.5850
O 2.2993 -3.2541 3.2539
H 1.5427 -3.6883 3.0509
H 2.7221 -3.0930 2.4370
O -1.0522 -2.3305 -3.1255
H -0.8836 -3.2061 -2.7279
H -0.4114 -1.8213 -2.5544
O 0.3009 -0.5210 3.2204
H 0.3216 0.4721 3.0001
H -0.1364 -0.5113 4.1111
O 3.3727 3.1953 2.4852
H 4.1738 3.7666 2.1593
H 2.7497 3.7062 2.0467
O -4.0683 2.6792 4.2346
H -4.5190 3.3158 3.7518
H -3.3787 3.2233 4.6998
O 3.4310 3.4051 -4.0579
H 3.0009 3.7308 -3.2864
H 2.7273 3.7239 -4.6279
```

Atomic partial charges in e from the Löwdin method, atoms 1 to 2: H 0.011; H -0.007